ORCA calculation (wB97M-V/def2-TZVPD) on the molecule C3H3NOS at a distorted geometry.

* SMILES: S=C1CC=NO1
* frontier orbital gap: 9.07 eV
* energy: -17530.3908 eV
* energy above the lowest of the compared OMol25 structures with the same formula, charge and spin: 1.550 eV
* HOMO level: -9.0 eV

CARTESIAN COORDINATES (ANGSTROEM)
S: -1.192 1.716 -1.714
C: -0.473 0.898 -0.521
C: -0.016 -0.538 -0.468
C: 0.539 -0.595 0.903
N: 0.465 0.509 1.540
O: -0.168 1.449 0.669
H: 0.696 -0.762 -1.225
H: -0.856 -1.235 -0.605
H: 1.004 -1.442 1.423

=====

ORCA calculation (wB97M-V/def2-TZVPD) on a structure of composition C19H20Cl2IrN3O7S.

* total charge: +1
* expectation value of S²: 0.76
* frontier orbital gap (alpha / beta): 7.29 / 5.82 eV
* energy: -77543.1804 eV
* energy above the lowest of the compared OMol25 structures with the same formula, charge and spin: 0.000 eV
* multiplicity: 2
* HOMO level (alpha / beta): -11.5 / -11.5 eV

CARTESIAN COORDINATES (ANGSTROEM)
Ir: 0.880 -0.238 -0.531
O: 2.699 0.979 -0.656
C: 3.069 1.684 -1.871
C: 2.041 1.392 -2.942
N: 1.623 -0.016 -2.910
C: 0.404 -0.227 -3.675
C: -0.749 0.455 -2.972
O: -1.706 0.892 -3.537
O: -0.622 0.513 -1.649
C: 2.649 -1.012 -3.195
C: 2.652 -2.147 -2.172
O: 3.213 -3.180 -2.407
O: 2.049 -1.882 -1.030
H: 3.386 0.333 -0.441
H: 4.073 1.369 -2.150
H: 3.088 2.747 -1.642
H: 2.439 1.663 -3.926
H: 1.153 1.998 -2.763
H: 0.197 -1.298 -3.726
H: 0.488 0.161 -4.693
H: 3.641 -0.561 -3.189
H: 2.508 -1.449 -4.184
Cl: 1.958 -0.843 1.624
C: 1.973 0.706 2.484
C: 2.801 0.803 3.582
C: 2.806 1.998 4.284
C: 1.996 3.046 3.875
C: 1.178 2.907 2.767
Cl: 0.169 4.223 2.289
C: 1.139 1.720 2.028
S: 0.046 1.582 0.658
H: 3.424 -0.029 3.879
H: 3.446 2.113 5.148
H: 1.992 3.984 4.413
O: -5.206 1.836 2.272
C: -5.513 0.481 2.053
N: -4.258 -0.105 1.629
C: -4.210 -1.362 1.152
O: -5.186 -2.082 1.064
C: -2.863 -1.878 0.706
C: -2.698 -3.252 0.588
C: -1.479 -3.744 0.161
C: -0.463 -2.864 -0.152
N: -0.634 -1.533 -0.058
C: -1.818 -1.049 0.358
H: -5.980 2.283 2.627
H: -6.252 0.337 1.262
H: -5.870 -0.008 2.965
H: -3.433 0.438 1.823
H: -3.532 -3.899 0.828
H: -1.301 -4.805 0.059
H: 0.509 -3.199 -0.482
H: -1.911 0.022 0.377

=====

ORCA calculation (wB97M-V/def2-TZVPD) on a cluster of 13 separate species, C54H139N5O18 in total at a distorted geometry.

* frontier orbital gap: 8.93 eV
* energy: -102548.5817 eV
* energy above the lowest of the compared OMol25 structures with the same formula, charge and spin: 3.230 eV
* HOMO level: -8.4 eV

CARTESIAN COORDINATES (ANGSTROEM)
C: 19.707 12.439 11.863
C: 19.595 13.308 13.135
C: 20.076 12.499 14.376
O: 20.343 14.428 13.064
H: 19.359 12.985 11.006
H: 19.161 11.520 11.962
H: 20.743 12.134 11.731
H: 18.585 13.608 13.383
H: 20.000 13.219 15.194
H: 21.160 12.243 14.296
H: 19.503 11.522 14.585
H: 19.794 15.152 12.780
C: 13.914 9.694 20.740
C: 13.129 10.444 19.674
C: 13.695 11.869 19.502
O: 13.068 9.754 18.448
H: 13.537 8.707 20.952
H: 14.053 10.234 21.687
H: 14.935 9.500 20.301
H: 12.115 10.449 20.043
H: 14.035 12.153 20.503
H: 12.916 12.523 19.102
H: 14.567 11.861 18.860
H: 13.976 9.725 18.129
C: 16.937 12.686 24.179
C: 15.590 12.198 24.749
C: 15.618 12.475 26.239
O: 14.553 13.004 24.142
H: 17.781 12.248 24.743
H: 17.065 13.722 24.410
H: 17.054 12.571 23.120
H: 15.458 11.086 24.583
H: 15.677 13.511 26.586
H: 16.418 11.879 26.703
H: 14.644 12.135 26.693
H: 14.874 13.105 23.219
C: 11.882 14.706 16.615
C: 10.471 15.220 16.312
C: 10.330 16.731 16.592
O: 10.150 14.921 14.908
H: 12.599 15.067 15.822
H: 11.941 13.646 16.687
H: 12.176 15.106 17.583
H: 9.691 14.692 16.857
H: 10.935 17.297 15.867
H: 10.605 17.141 17.623
H: 9.290 17.008 16.385
H: 10.915 15.186 14.341
C: 17.204 15.520 11.439
C: 16.373 16.344 10.483
C: 16.621 17.853 10.710
O: 16.802 16.009 9.172
H: 18.255 15.789 11.202
H: 17.146 14.456 11.288
H: 16.978 15.866 12.454
H: 15.358 16.018 10.450
H: 16.398 18.114 11.722
H: 16.113 18.559 10.006
H: 17.703 17.912 10.559
H: 17.422 15.311 9.184
C: 19.281 17.735 14.192
C: 19.476 16.617 15.307
C: 19.534 17.249 16.700
O: 18.343 15.768 15.257
H: 18.330 18.226 14.219
H: 19.475 17.256 13.237
H: 20.079 18.460 14.301
H: 20.412 16.159 14.993
H: 19.676 16.378 17.431
H: 18.578 17.694 16.905
H: 20.341 17.964 16.873
H: 18.410 15.146 16.031
C: 16.677 8.544 15.894
C: 17.067 9.287 17.186
C: 18.526 9.794 17.122
O: 16.055 10.249 17.450
H: 16.914 8.986 14.950
H: 15.593 8.457 15.876
H: 17.134 7.563 15.876
H: 16.943 8.556 18.033
H: 18.600 10.588 17.891
H: 18.631 10.252 16.132
H: 19.241 8.935 17.343
H: 16.178 11.085 16.940
C: 17.871 7.956 23.342
C: 19.410 8.175 23.515
C: 20.133 8.143 22.178
O: 19.780 9.298 24.331
H: 17.323 8.762 22.935
H: 17.434 7.688 24.266
H: 17.698 7.043 22.784
H: 19.760 7.310 24.106
H: 19.805 7.233 21.630
H: 21.177 8.126 22.363
H: 19.926 8.959 21.480
H: 19.793 10.028 23.698
C: 23.941 10.113 13.496
O: 23.250 11.210 14.093
C: 24.118 12.187 14.628
C: 23.365 12.939 15.743
N: 23.095 12.081 16.918
C: 21.662 11.918 17.374
C: 21.699 11.517 18.859
O: 21.819 12.648 19.685
C: 22.979 13.439 19.559
H: 24.777 10.418 12.866
H: 23.215 9.452 12.942
H: 24.343 9.532 14.316
H: 24.393 12.907 13.930
H: 25.060 11.733 15.018
H: 22.440 13.376 15.352
H: 24.049 13.808 16.009
H: 23.536 11.142 16.853
H: 21.126 11.063 16.821
H: 21.141 12.809 17.114
H: 22.435 10.760 19.039
H: 20.700 11.086 18.981
H: 23.066 14.095 20.398
H: 22.887 14.002 18.651
H: 23.854 12.791 19.418
C: 9.935 11.713 18.401
O: 10.364 12.772 19.251
C: 9.346 13.098 20.159
C: 9.815 14.220 21.127
N: 10.389 15.302 20.405
C: 10.933 16.279 21.322
C: 11.656 17.382 20.527
O: 12.404 16.690 19.584
C: 13.148 17.643 18.773
H: 9.141 11.972 17.748
H: 9.645 10.828 18.954
H: 10.760 11.492 17.714
H: 9.143 12.216 20.677
H: 8.506 13.469 19.607
H: 10.487 13.719 21.866
H: 8.891 14.569 21.700
H: 11.151 14.897 19.857
H: 11.714 15.858 21.983
H: 10.141 16.681 21.934
H: 12.341 17.990 21.130
H: 10.944 18.049 19.997
H: 13.493 18.520 19.322
H: 12.458 17.982 17.958
H: 14.006 17.108 18.395
C: 14.724 15.183 21.629
O: 15.937 15.622 22.155
C: 15.913 16.786 22.925
C: 17.318 17.287 22.982
N: 18.191 16.302 23.425
C: 19.580 16.735 23.450
C: 20.465 15.547 23.889
O: 20.116 14.409 23.017
C: 20.792 13.301 23.492
H: 14.954 14.272 21.071
H: 14.304 15.976 21.017
H: 13.906 14.987 22.433
H: 15.506 16.499 23.942
H: 15.257 17.545 22.516
H: 17.325 18.117 23.721
H: 17.580 17.712 21.993
H: 18.200 15.391 23.017
H: 19.816 17.530 24.199
H: 19.882 17.140 22.496
H: 20.206 15.180 24.842
H: 21.499 15.803 23.857
H: 21.824 13.571 23.836
H: 20.888 12.553 22.686
H: 20.299 12.784 24.344
C: 15.340 17.580 14.795
O: 14.585 17.019 13.748
C: 13.380 17.718 13.646
C: 12.479 17.138 12.588
N: 12.410 15.652 12.696
C: 12.001 14.933 11.486
C: 11.888 13.471 11.843
O: 13.251 13.073 12.105
C: 13.409 11.715 12.414
H: 15.761 18.586 14.494
H: 16.171 16.890 15.019
H: 14.824 17.743 15.770
H: 13.540 18.816 13.526
H: 12.890 17.621 14.648
H: 12.848 17.415 11.595
H: 11.475 17.589 12.651
H: 13.353 15.465 12.967
H: 12.662 15.062 10.677
H: 11.044 15.359 11.222
H: 11.455 12.841 11.024
H: 11.343 13.496 12.771
H: 14.536 11.593 12.354
H: 13.061 11.057 11.600
H: 13.124 11.412 13.414
C: 15.897 12.757 14.640
O: 16.156 12.814 16.025
C: 15.860 14.116 16.578
C: 16.587 14.091 17.864
N: 18.079 14.047 17.658
C: 18.879 14.229 18.890
C: 18.460 13.376 20.136
O: 18.370 12.069 19.602
C: 17.909 11.112 20.519
H: 16.525 11.905 14.295
H: 16.165 13.682 14.087
H: 14.833 12.585 14.537
H: 14.814 14.307 16.771
H: 16.213 14.800 15.836
H: 16.315 13.192 18.466
H: 16.240 14.918 18.543
H: 18.206 13.086 17.348
H: 18.708 15.296 19.221
H: 20.001 14.053 18.745
H: 17.465 13.559 20.527
H: 19.210 13.406 20.894
H: 18.159 10.128 20.044
H: 16.813 11.195 20.632
H: 18.338 11.188 21.488

=====

ORCA calculation (wB97M-V/def2-TZVPD) on the molecule C4H5ClN2O at a distorted geometry.

* frontier orbital gap: 8.12 eV
* energy: -21774.5581 eV
* energy above the lowest of the compared OMol25 structures with the same formula, charge and spin: 4.879 eV
* HOMO level: -8.3 eV

CARTESIAN COORDINATES (ANGSTROEM)
C: -1.331 1.469 -0.470
C: -1.629 0.275 -0.031
C: 0.588 -0.267 0.455
C: 1.174 -1.264 -0.528
N: 0.032 1.870 -0.328
N: 0.840 1.042 0.127
O: 0.682 -0.536 1.765
Cl: -2.978 -0.643 -0.053
H: -1.939 2.236 -0.814
H: 0.421 -1.673 -1.161
H: 1.680 -2.083 -0.018
H: 1.972 -0.705 -1.095
H: 0.488 0.280 2.151

=====

ORCA calculation (wB97M-V/def2-TZVPD) on the ion C4H13N2O with charge +1 at a distorted geometry.

* total charge: +1
* SMILES: C[NH2+][C@](C)(O)CN
* frontier orbital gap: 10.95 eV
* energy: -9379.2888 eV
* energy above the lowest of the compared OMol25 structures with the same formula, charge and spin: 2.295 eV
* HOMO level: -14.1 eV

CARTESIAN COORDINATES (ANGSTROEM)
C: -2.046 -0.634 -0.401
N: -0.616 -0.843 -0.419
C: 0.081 0.409 0.071
C: -0.518 0.933 1.407
O: -0.184 1.259 -0.947
C: 1.570 -0.039 0.248
N: 2.068 -0.667 -1.032
H: -2.446 -0.888 0.631
H: -2.222 0.453 -0.549
H: -2.618 -1.196 -1.081
H: -0.432 -1.670 0.228
H: -0.180 -1.014 -1.278
H: -1.497 1.416 1.382
H: -0.584 0.219 2.192
H: 0.171 1.612 1.729
H: 0.548 1.874 -0.987
H: 1.717 -0.836 0.958
H: 1.916 0.952 0.479
H: 2.835 -1.410 -0.963
H: 2.436 0.069 -1.668

=====

ORCA calculation (wB97M-V/def2-TZVPD) on a cluster of 2 separate species, C3H10N2O in total at a distorted geometry.

* SMILES: [H]/N=C\N.CCO
* frontier orbital gap: 8.91 eV
* energy: -8297.3345 eV
* energy above the lowest of the compared OMol25 structures with the same formula, charge and spin: 4.170 eV
* HOMO level: -8.6 eV

CARTESIAN COORDINATES (ANGSTROEM)
H: -0.586 1.987 1.960
N: 0.329 1.812 2.507
C: 1.423 1.954 1.753
N: 1.916 1.012 0.913
H: 2.216 2.667 2.012
H: 1.735 0.064 1.195
H: 1.772 1.294 -0.026
C: -0.886 -2.105 -1.151
C: -0.996 -0.600 -1.656
O: -1.447 0.255 -0.493
H: -1.415 -2.247 -0.187
H: -1.345 -2.806 -1.950
H: 0.123 -2.516 -0.840
H: -1.963 -0.554 -2.195
H: -0.017 -0.169 -2.074
H: -0.860 -0.046 0.233

=====

ORCA calculation (wB97M-V/def2-TZVPD) on a structure of composition C24H31N7O3Sn at a distorted geometry.

* total charge: +2
* frontier orbital gap: 8.73 eV
* energy: -47784.9740 eV
* HOMO level: -13.6 eV

CARTESIAN COORDINATES (ANGSTROEM)
Sn: 0.715 0.050 0.512
C: 4.106 -0.210 -0.239
N: 3.128 -0.920 0.584
C: 2.946 -2.333 0.272
C: 1.959 -2.505 -0.853
N: 0.923 -1.741 -1.052
C: 0.171 -2.353 -2.074
C: -1.017 -1.972 -2.698
C: -1.528 -2.857 -3.643
C: -0.847 -3.982 -4.060
C: 0.383 -4.324 -3.506
C: 0.836 -3.538 -2.463
N: 1.986 -3.568 -1.695
C: 3.477 1.024 -0.833
N: 2.188 1.290 -0.893
C: 2.076 2.579 -1.479
C: 0.956 3.355 -1.778
C: 1.164 4.584 -2.385
C: 2.470 5.036 -2.696
C: 3.570 4.283 -2.398
C: 3.343 3.022 -1.782
N: 4.220 2.022 -1.374
H: 4.423 -0.855 -1.048
H: 4.994 0.084 0.297
H: 3.422 -0.874 1.571
H: 2.543 -2.829 1.141
H: 3.857 -2.852 0.026
H: -1.532 -1.062 -2.456
H: -2.492 -2.668 -4.098
H: -1.272 -4.645 -4.790
H: 0.911 -5.181 -3.864
H: 2.711 -4.275 -1.670
H: -0.050 3.051 -1.591
H: 0.284 5.167 -2.644
H: 2.596 5.994 -3.165
H: 4.584 4.567 -2.648
H: 5.231 2.002 -1.519
C: -1.596 0.542 6.089
N: -0.814 1.101 4.989
C: -0.086 2.325 5.320
C: -0.945 0.755 3.693
O: -0.454 1.409 2.785
C: -1.704 -0.562 3.396
O: -1.507 -0.859 2.030
C: -2.653 -1.016 1.258
C: -2.479 -0.293 -0.084
O: -1.357 0.133 -0.469
N: -3.549 -0.153 -0.831
C: -3.545 0.599 -2.118
C: -4.848 -0.744 -0.480
H: -2.581 1.022 6.178
H: -1.065 0.693 7.002
H: -1.749 -0.543 6.040
H: -0.791 3.112 5.539
H: 0.557 2.672 4.509
H: 0.519 2.158 6.198
H: -2.759 -0.438 3.659
H: -1.302 -1.375 4.021
H: -3.552 -0.646 1.718
H: -2.884 -2.083 1.084
H: -2.597 1.108 -2.270
H: -4.356 1.337 -2.125
H: -3.740 -0.126 -2.906
H: -4.788 -1.771 -0.162
H: -5.455 -0.783 -1.361
H: -5.351 -0.142 0.286

=====

ORCA calculation (wB97M-V/def2-TZVPD) on a structure of composition C50H45N5O2PTi at a distorted geometry.

* total charge: -1
* expectation value of S²: 2.04
* frontier orbital gap (alpha / beta): 5.75 / 7.63 eV
* energy: -96535.1012 eV
* energy above the lowest of the compared OMol25 structures with the same formula, charge and spin: 0.000 eV
* multiplicity: 3
* HOMO level (alpha / beta): -3.3 / -5.5 eV

CARTESIAN COORDINATES (ANGSTROEM)
Ti: -0.161 -0.220 1.588
C: -3.862 -0.857 2.890
C: -2.984 -1.417 3.971
C: -3.433 -2.407 4.833
C: -2.621 -2.895 5.843
C: -1.343 -2.386 6.002
C: -0.868 -1.388 5.161
C: 0.499 -0.794 5.382
C: -1.693 -0.910 4.131
N: -1.198 0.112 3.277
C: -1.225 1.379 3.776
O: -1.894 1.781 4.722
C: -0.237 2.232 3.051
C: 0.080 3.547 3.299
C: 1.113 4.143 2.571
C: 1.832 3.377 1.655
C: 1.480 2.059 1.465
N: 0.445 1.505 2.135
C: 2.209 1.058 0.649
O: 3.236 1.349 0.047
N: 1.630 -0.184 0.731
C: 2.421 -1.255 0.223
C: 3.703 -1.470 0.779
C: 4.129 -0.765 2.039
C: 4.563 -2.384 0.190
C: 4.172 -3.119 -0.916
C: 2.874 -3.003 -1.374
C: 1.979 -2.097 -0.814
C: 0.566 -2.117 -1.333
H: -4.807 -1.395 2.832
H: -3.353 -0.921 1.927
H: -4.068 0.199 3.080
H: -4.442 -2.788 4.722
H: -2.988 -3.663 6.513
H: -0.706 -2.758 6.796
H: 1.149 -1.506 5.890
H: 0.416 0.103 6.003
H: 0.961 -0.490 4.442
H: -0.481 4.093 4.045
H: 1.373 5.180 2.732
H: 2.668 3.782 1.103
H: 3.264 -0.558 2.673
H: 4.601 0.192 1.813
H: 4.840 -1.376 2.596
H: 5.553 -2.531 0.607
H: 4.864 -3.799 -1.396
H: 2.534 -3.629 -2.192
H: 0.103 -3.067 -1.063
H: 0.534 -2.045 -2.422
H: -0.023 -1.308 -0.915
C: -1.271 2.616 -5.240
C: -0.266 1.520 -5.470
C: 0.040 1.156 -6.779
C: 0.970 0.170 -7.069
C: 1.635 -0.464 -6.031
C: 1.338 -0.115 -4.724
C: 0.387 0.861 -4.416
P: 0.188 1.129 -2.594
C: 0.064 2.961 -2.486
C: -1.052 3.594 -1.940
C: -1.034 4.947 -1.644
C: 0.103 5.694 -1.909
C: 1.200 5.086 -2.500
C: 1.206 3.725 -2.794
C: 2.398 3.115 -3.475
C: -1.527 0.510 -2.322
C: -2.255 -0.010 -3.395
C: -3.496 -0.600 -3.230
C: -4.022 -0.721 -1.956
C: -3.308 -0.245 -0.876
C: -2.058 0.384 -1.001
C: -1.426 0.900 0.229
H: -1.942 2.709 -6.095
H: -0.763 3.573 -5.100
H: -1.863 2.423 -4.348
H: -0.473 1.667 -7.588
H: 1.176 -0.097 -8.098
H: 2.386 -1.216 -6.237
H: 1.870 -0.591 -3.907
H: -1.953 3.019 -1.760
H: -1.902 5.411 -1.192
H: 0.132 6.749 -1.664
H: 2.088 5.667 -2.723
H: 3.237 3.808 -3.477
H: 2.154 2.852 -4.507
H: 2.710 2.209 -2.955
H: -1.854 0.066 -4.397
H: -4.052 -0.948 -4.092
H: -4.992 -1.178 -1.801
H: -3.722 -0.346 0.121
H: -2.192 1.217 0.944
H: -0.787 1.754 0.004
N: -0.412 -7.514 2.630
C: -0.408 -6.370 2.449
C: -0.392 -4.986 2.218
C: 0.649 -4.152 2.716
C: 0.634 -2.821 2.456
N: -0.346 -2.186 1.727
C: -1.353 -2.998 1.252
C: -1.411 -4.337 1.465
H: 1.453 -4.583 3.298
H: 1.442 -2.189 2.815
H: -2.112 -2.501 0.656
H: -2.225 -4.917 1.053

=====

> energy of number 2 (C19H20Cl2IrN3O7S)?

-77543.1804 eV